109
Properties=species:S:1:pos:R:3:forces:R:3:lowdin_charge:R:1 method="wB97M-V/def2-TZVPD" spin_multiplicity=2 s2=0.77 energy_ev=-86279.1929 total_charge=-1 lumo_ev="2.53 / 2.47" orbital_gap_ev="5.4 / 7.1" homo_ev="-2.88 / -4.61" max_force_ev_per_a=0.54 e_above_lowest_kcal_mol=0.0 mol_weight_da=1037.61
Hg 0.75087 0.75099 1.90662 0.0 -0.1 -0.2 1.2437
C 4.83936 -1.29100 2.03074 0.1 -0.1 0.2 -0.0153
C 4.08576 -1.25047 3.33316 0.0 0.0 -0.1 -0.3064
C 4.11076 -2.33547 4.20902 0.0 0.0 0.0 -0.0389
C 3.40278 -2.25897 5.39559 0.0 -0.1 -0.1 -0.0712
C 2.68247 -1.10955 5.67356 -0.1 0.0 0.1 -0.0415
C 2.69682 -0.08030 4.73934 -0.2 0.1 -0.1 -0.2442
N 3.38507 -0.14774 3.60247 0.0 -0.1 0.1 0.1663
C 1.91833 1.17379 4.99408 0.2 0.0 0.0 -0.2580
C 2.14794 1.84046 6.17644 -0.1 0.1 0.1 -0.0532
C 1.49437 3.08194 6.37767 0.1 -0.1 0.0 -0.0899
C 0.61313 3.52791 5.44389 -0.1 0.0 -0.1 -0.0450
C 0.33034 2.74942 4.28167 -0.1 -0.1 -0.1 -0.2295
N 1.05837 1.59935 4.05397 0.1 0.1 0.2 0.0434
C -0.69848 3.10404 3.35274 0.1 0.0 0.0 -0.2360
C -1.54566 4.22680 3.55059 -0.1 0.0 -0.1 -0.0505
C -2.54528 4.49496 2.65672 0.1 0.0 0.1 -0.0943
C -2.74134 3.65535 1.55025 0.0 0.0 0.0 -0.0642
C -1.89555 2.57187 1.37890 0.0 -0.1 -0.1 -0.3465
C -2.09427 1.65664 0.20101 0.0 0.1 0.1 -0.0561
N -0.89759 2.31326 2.24043 0.2 0.0 0.2 0.0261
H 5.80564 -1.78269 2.16021 0.0 0.0 0.0 0.0818
H 4.27543 -1.84410 1.27300 0.1 0.0 0.2 0.0809
H 4.99107 -0.27977 1.65694 0.1 -0.2 0.1 0.0710
H 4.67750 -3.22334 3.95057 0.0 0.1 0.0 0.1085
H 3.39582 -3.09298 6.08810 0.0 0.0 0.0 0.1023
H 2.09794 -1.01127 6.57951 0.0 0.0 0.0 0.1111
H 2.85943 1.44976 6.89040 0.0 0.0 0.0 0.0989
H 1.71213 3.68061 7.25463 0.0 0.0 0.0 0.0961
H 0.13014 4.48413 5.58182 0.0 0.0 0.0 0.0891
H -1.41912 4.86092 4.41477 0.0 0.0 0.0 0.0858
H -3.19470 5.34734 2.81457 0.0 0.0 0.0 0.0967
H -3.53880 3.82797 0.83879 0.0 0.0 0.0 0.1033
H -3.11994 1.27962 0.19010 0.0 0.1 0.0 0.0761
H -1.95448 2.20718 -0.73458 0.0 -0.1 0.0 0.0843
H -1.42553 0.79702 0.17382 0.0 0.1 -0.1 0.0195
C -0.95686 -1.42567 3.81049 0.0 0.0 -0.1 -0.1071
N -0.59946 -1.34666 2.40173 -0.1 -0.1 0.0 -0.3230
C -1.79957 -1.53739 1.57848 0.1 0.0 0.0 -0.1023
C 0.46134 -2.30593 2.05941 -0.1 0.1 0.0 -0.2025
C 1.13462 -2.00238 0.72513 0.0 0.2 0.0 -0.2287
N 1.86397 -0.72704 0.80660 -0.2 -0.2 0.2 -0.0851
C 2.79035 -0.39292 -0.11249 -0.3 0.2 -0.2 -0.2467
C 3.60858 0.75003 0.07847 -0.2 0.0 -0.2 -0.2396
F 3.46742 1.46829 1.20807 -0.2 0.2 0.0 0.0313
C 4.56195 1.16228 -0.81511 -0.1 0.0 -0.1 -0.2398
F 5.27560 2.26489 -0.51864 0.1 0.1 0.0 0.0735
C 4.82407 0.48035 -1.98912 0.1 0.0 -0.1 0.0416
C 4.05367 -0.64205 -2.19961 0.0 0.0 0.0 -0.2357
F 4.22588 -1.35186 -3.33336 0.0 0.0 -0.1 0.0659
C 3.08008 -1.06932 -1.32043 -0.1 -0.1 0.0 -0.1597
F 2.35081 -2.14030 -1.70776 0.1 -0.1 0.1 0.0637
H -1.34503 -2.42407 4.06374 0.0 0.0 0.0 0.0861
H -1.72958 -0.68775 4.03315 0.0 0.0 0.0 0.0856
H -0.09115 -1.22071 4.43525 0.1 0.0 0.1 0.0629
H -2.23941 -2.53026 1.77138 0.0 0.0 0.0 0.0884
H -1.56606 -1.44145 0.51158 0.1 0.1 0.1 0.0384
H -2.53730 -0.77445 1.84558 0.1 -0.1 0.0 0.0846
H 0.04188 -3.32410 2.03016 0.0 0.0 0.0 0.1226
H 1.21618 -2.27156 2.85111 0.0 0.0 0.1 0.1034
H 0.38652 -1.98064 -0.07647 0.1 0.0 0.0 0.0706
H 1.82793 -2.82423 0.53381 0.1 0.0 0.0 0.1163
H 5.57914 0.80219 -2.69373 -0.1 0.0 0.1 0.1235
C -0.70139 -3.73728 -2.95408 0.0 0.0 0.1 -0.0964
C -2.05305 -3.01328 -2.84697 0.0 -0.1 0.1 -0.5958
C -2.79596 -3.57580 -1.62446 0.0 0.0 0.0 -0.1038
C -2.88706 -3.30208 -4.09981 0.0 0.0 0.1 -0.1025
Si -1.67688 -1.14013 -2.59193 0.2 0.1 0.0 0.3992
O -0.82644 -0.82604 -1.30658 -0.2 -0.2 -0.1 -0.3559
C -0.72812 -0.64485 -4.17958 0.1 0.0 -0.1 -0.2057
C 0.66207 -0.51819 -4.02488 0.0 0.0 0.1 -0.1182
C 1.50087 -0.28506 -5.11001 0.0 0.0 -0.1 -0.0921
C 0.96387 -0.14700 -6.38596 0.0 0.0 0.1 -0.1080
C -0.41057 -0.25630 -6.56669 0.0 0.0 0.1 -0.1058
C -1.24025 -0.50684 -5.47667 0.1 0.0 0.0 -0.1215
C -3.34206 -0.19801 -2.58105 -0.1 0.1 0.0 -0.1920
C -3.67697 0.82536 -3.47774 0.0 0.0 0.2 -0.0983
C -4.85919 1.55304 -3.35580 0.0 -0.1 0.1 -0.1037
C -5.74549 1.27477 -2.32368 0.1 0.0 0.0 -0.1138
C -5.43316 0.27572 -1.40775 0.1 0.0 -0.1 -0.1045
C -4.24919 -0.43992 -1.53611 0.0 0.1 -0.1 -0.1180
H -0.85618 -4.82510 -3.01720 0.0 0.1 0.0 0.0764
H -0.07030 -3.53161 -2.08073 -0.1 0.0 -0.1 0.0693
H -0.14310 -3.42642 -3.84250 0.0 0.0 0.0 0.0755
H -2.87171 -4.67106 -1.69741 0.0 0.1 0.0 0.0761
H -3.81548 -3.18247 -1.55255 0.1 -0.1 0.0 0.0628
H -2.26960 -3.33603 -0.69385 0.0 0.0 -0.1 0.0612
H -3.11481 -4.37614 -4.16321 0.0 0.0 0.0 0.0749
H -2.35361 -3.02626 -5.01358 0.0 0.0 0.0 0.0630
H -3.84038 -2.76029 -4.08551 0.1 0.0 0.0 0.0745
H 1.07625 -0.61287 -3.02224 -0.1 0.0 -0.2 0.0758
H 2.57322 -0.21585 -4.96168 -0.1 0.0 0.0 0.0932
H 1.61337 0.03634 -7.23414 0.0 0.0 0.0 0.0915
H -0.83610 -0.15199 -7.55926 0.0 0.0 0.0 0.0912
H -2.30745 -0.61015 -5.65046 0.0 0.0 0.0 0.0931
H -2.98820 1.08364 -4.27617 0.0 0.0 0.0 0.0792
H -5.08592 2.34234 -4.06459 0.0 0.0 0.0 0.0917
H -6.66592 1.83745 -2.22624 0.0 0.0 0.0 0.0898
H -6.10679 0.06610 -0.58408 0.0 0.0 0.0 0.0955
H -4.00622 -1.18638 -0.78454 0.0 0.1 -0.1 0.0890
N 0.74940 2.88416 -3.73621 0.3 0.4 0.2 0.1528
N 0.70200 2.95916 -2.34877 0.0 0.0 -0.3 -0.2735
N 0.53100 4.09784 -1.71117 -0.1 -0.2 0.1 0.1221
C 0.59782 3.67451 -0.44991 0.0 -0.1 0.0 -0.2090
N 0.80091 2.35299 -0.37001 0.3 0.2 -0.1 0.0008
N 0.87764 1.90862 -1.61051 0.0 0.3 0.3 0.1247
H 0.10866 3.58071 -4.08587 -0.2 0.0 -0.1 0.0892
H 0.45801 1.95131 -3.99496 -0.1 -0.4 -0.1 0.0626
H 0.46619 4.31833 0.40812 0.1 -0.1 -0.1 0.1107